Run P
Molecular formula: C7H7N3O4
Method: DFT, ωB97M-V with the def2-TZVPD basis set

```
21
Properties=species:S:1:pos:R:3:mulliken_charge:R:1
C -0.1274 -0.0209 2.0129 -0.43
C 1.2531 -0.9351 0.2269 -0.36
C 0.3211 -1.0498 2.7792 -0.46
C 1.6043 -1.8970 1.1672 -0.47
C 0.3935 0.0690 0.7191 0.81
C -1.3018 -0.5663 -2.9842 -0.55
C -0.0226 1.2319 -0.1197 -0.33
N 1.1731 -1.9597 2.3913 -0.63
N -0.4381 1.1182 -1.3675 0.78
N -0.0905 2.5069 0.5541 0.93
O -0.8668 -0.2693 -1.6844 -0.25
O -0.6642 2.0454 -2.1151 -0.60
O 0.6028 2.5010 1.5657 -0.56
O -0.8130 3.4260 0.2233 -0.56
H -0.6488 0.7859 2.4302 0.52
H 1.5106 -1.0127 -0.8095 0.42
H 0.0126 -1.3283 3.7770 0.42
H 2.2656 -2.6358 0.9727 0.53
H -2.2630 -0.0015 -3.1635 0.24
H -1.4857 -1.6435 -2.8389 0.28
H -0.4147 -0.3643 -3.7365 0.25
```

Values from the calculation:
Spin multiplicity: 1
HOMO (spin up / spin down) in eV: -9.600 / -9.600
HOMO-LUMO gap (spin up / spin down) in eV: 8.442 / 8.443
LUMO energy (spin up / spin down) in eV: -1.2 / -1.2

=====

Run Q
Molecular formula: C7H7N3O4
Method: DFT, ωB97M-V with the def2-TZVPD basis set

```
21
Properties=species:S:1:pos:R:3:mulliken_charge:R:1
C 2.2685 -0.1482 -0.4475 -0.38
C 1.4999 -1.1877 -0.0235 -0.51
C 1.5842 0.9654 -0.9039 -0.69
C 0.1316 -1.2261 -0.1050 -0.67
C 0.2052 1.0924 -0.7114 -0.25
C -0.5544 -0.0450 -0.4123 0.83
C -2.0560 -0.0292 -0.2867 -0.08
N -2.1717 0.3214 1.8287 -0.52
N -2.9183 1.1894 -0.7766 0.97
N -2.7772 -1.2593 -0.4362 1.05
O -2.5666 2.2710 -0.4036 -0.55
O -3.8858 0.9498 -1.4521 -0.56
O -3.7945 -1.3233 0.2126 -0.53
O -2.2929 -2.1804 -1.0760 -0.58
H 3.3555 -0.1724 -0.4350 0.38
H 1.9738 -1.9183 0.5161 0.43
H 2.0361 1.9884 -1.0357 0.29
H -0.4007 -2.1461 -0.0103 0.44
H -0.3992 2.0163 -0.8542 0.37
H -3.2312 0.3482 1.9645 0.28
H -1.8345 -0.5060 2.1798 0.26
```

Values from the calculation:
Spin multiplicity: 1
HOMO (spin up / spin down) in eV: -9.772 / -9.773
HOMO-LUMO gap (spin up / spin down) in eV: 7.929 / 7.929
LUMO energy (spin up / spin down) in eV: -1.8 / -1.8

=====

Short version: run P is the most stable of them.

=====

Run P
Molecular formula: C2H4N4O2
Method: DFT, ωB97M-V with the def2-TZVPD basis set

```
12
Properties=species:S:1:pos:R:3:mulliken_charge:R:1
C 0.1858 1.0935 -0.1348 0.30
C 0.5129 -0.3169 -0.1395 0.94
H 1.9690 1.5316 0.0615 0.30
H -2.4996 -0.2757 -0.4151 0.27
H 1.1327 -2.5211 0.1504 0.40
H 2.4731 -0.1768 0.2444 0.15
N -1.1201 1.1926 -0.1883 -0.62
N -1.4890 -0.0535 -0.0486 -0.02
N -0.5803 -0.9574 -0.2367 0.29
N 1.7707 -0.8438 -0.0626 -0.84
O 1.0166 2.1651 -0.0987 -0.52
O -0.6837 -1.9880 0.7685 -0.65
```

Values from the calculation:
Spin multiplicity: 1
HOMO in eV: -8.696
HOMO-LUMO gap in eV: 7.487
LUMO energy in eV: -1.2

=====

Run Q
Molecular formula: C2H4N4O2
Method: DFT, ωB97M-V with the def2-TZVPD basis set

```
12
Properties=species:S:1:pos:R:3:mulliken_charge:R:1
C -0.0814 0.5688 -2.2084 -0.26
C 0.2768 0.6012 0.0003 0.71
N 0.6695 0.8790 -1.2285 -0.41
N -0.6842 -0.8373 0.1025 -0.53
N 0.8342 1.0766 1.0457 -0.62
N -0.7913 -1.4619 1.1662 0.94
O -1.4226 -2.4640 1.3002 -0.63
O -0.1562 -0.9205 2.3243 -0.50
H 0.2002 1.0449 -3.2461 0.21
H -0.8592 -0.0467 -2.0612 0.37
H 1.5154 1.7508 0.7277 0.27
H 0.4987 -0.1908 2.0774 0.44
```

Values from the calculation:
Spin multiplicity: 1
HOMO in eV: -10.364
HOMO-LUMO gap in eV: 9.505
LUMO energy in eV: -0.9

=====

Run R
Molecular formula: C2H4N4O2
Method: DFT, ωB97M-V with the def2-TZVPD basis set

```
12
Properties=species:S:1:pos:R:3:mulliken_charge:R:1
C -1.7206 -0.5670 -0.3323 0.51
C 0.2432 -0.0240 0.5265 0.44
H 1.3345 1.7705 -1.3703 0.27
H 2.0754 0.4878 -0.7074 0.34
H -1.5688 -0.5834 1.7868 0.35
H 1.5163 -0.7835 1.8048 0.24
N 1.2168 0.8031 -1.3318 -0.67
N 0.0363 0.6553 -0.6191 0.22
N -0.9094 -0.5970 0.8204 -0.23
N 1.4404 0.0211 1.0311 -0.71
O -0.8278 -0.2489 -1.3550 -0.29
O -2.8363 -0.9338 -0.2537 -0.48
```

Values from the calculation:
Spin multiplicity: 1
HOMO in eV: -9.912
HOMO-LUMO gap in eV: 10.301
LUMO energy in eV: 0.4

=====

Short version: run R is the most stable of them.

=====

Run P
Molecular formula: C2H4N4O2
Method: DFT, ωB97M-V with the def2-TZVPD basis set

```
12
Properties=species:S:1:pos:R:3:mulliken_charge:R:1
C 1.2665 0.2149 -0.1906 0.29
C -0.5622 0.8609 -0.1665 0.49
H -0.8814 -1.7504 1.0960 0.26
H -1.6838 -2.0673 -0.1059 0.28
H 3.1630 -0.4200 0.1112 0.22
H -1.2384 2.5400 0.3468 0.45
N -1.4948 -1.2301 0.3478 -0.65
N -0.6899 -0.4420 -0.5708 0.34
N 2.5419 0.3644 0.0504 -0.65
N 0.6146 1.1518 0.0948 -0.24
O 0.5445 -0.9145 -0.6946 -0.32
O -1.5800 1.6923 -0.3186 -0.49
```

Values from the calculation:
Spin multiplicity: 1
HOMO in eV: -8.861
HOMO-LUMO gap in eV: 9.158
LUMO energy in eV: 0.3

=====

Run Q
Molecular formula: C2H4N4O2
Method: DFT, ωB97M-V with the def2-TZVPD basis set

```
12
Properties=species:S:1:pos:R:3:mulliken_charge:R:1
C 0.0650 0.2391 -0.4502 0.40
C 1.7351 -0.8131 0.6685 -0.01
H -2.4389 1.1452 -1.7739 0.35
H 2.0755 -0.0188 -1.2942 0.25
H 2.7114 -1.2385 0.8213 0.38
H -2.0882 0.1433 1.0321 0.40
N -0.6081 0.9007 -1.3146 -0.58
N 1.4486 -0.1042 -0.4693 -0.12
N 0.7173 -0.9705 1.4209 -0.69
N -0.3430 -0.3991 0.7149 0.49
O -1.9825 0.8935 -0.9274 -0.41
O -1.2923 0.2226 1.5719 -0.45
```

Values from the calculation:
Spin multiplicity: 1
HOMO in eV: -8.113
HOMO-LUMO gap in eV: 8.897
LUMO energy in eV: 0.8

=====

Short version: run Q is the most stable of them.